No. 1
C38H37O2PPdSSi | the ωB97M-V functional and the def2-TZVPD basis

Element x y z (Å)
1 Pd -0.12341 -0.33112 -0.76402
2 O 0.17195 0.73372 1.63733
3 C -0.18475 -0.26669 1.11463
4 C -0.71423 -1.44078 1.87055
5 C -0.45362 -1.55690 3.22784
6 C -0.89378 -2.68126 3.90631
7 C -1.59557 -3.67466 3.24434
8 C -1.88590 -3.54014 1.89536
9 C -1.45374 -2.40996 1.21536
10 P -1.82639 -1.98135 -0.50076
11 C -2.12712 -3.57556 -1.30415
12 C -3.40147 -4.05290 -1.59448
13 C -3.55359 -5.30972 -2.16795
14 C -2.44048 -6.08756 -2.45128
15 C -1.16633 -5.60901 -2.16867
16 C -1.00830 -4.35329 -1.60443
17 C -3.47658 -1.21395 -0.37451
18 C -3.95118 -0.55709 -1.50995
19 C -5.17991 0.08224 -1.49231
20 C -5.94197 0.08883 -0.32971
21 C -5.47013 -0.54926 0.80660
22 C -4.24470 -1.20528 0.78490
23 H 0.11252 -0.78082 3.72471
24 H -0.67368 -2.79334 4.96096
25 H -1.92346 -4.55620 3.78162
26 H -2.45396 -4.30528 1.37914
27 H -4.27256 -3.45030 -1.37057
28 H -4.54632 -5.67938 -2.39143
29 H -2.56456 -7.06582 -2.89810
30 H -0.29525 -6.21018 -2.39542
31 H -0.01412 -3.97052 -1.39622
32 H -3.34537 -0.52789 -2.40803
33 H -5.53625 0.58792 -2.38078
34 H -6.89705 0.59879 -0.30944
35 H -6.05475 -0.54012 1.71823
36 H -3.89166 -1.70258 1.67942
37 O -1.10078 1.76967 -1.34116
38 S -0.19208 2.90602 -1.73052
39 C 0.94925 2.28466 -2.99553
40 C 2.18485 3.13672 -3.08006
41 C 2.55129 3.75991 -4.26762
42 C 3.69924 4.53826 -4.32902
43 C 4.48417 4.70903 -3.19777
44 C 4.12650 4.08498 -2.00941
45 C 2.98840 3.29495 -1.95141
46 C -1.22617 3.93234 -2.80954
47 C -0.44893 5.04135 -3.45419
48 C 0.28660 5.93623 -2.67909
49 C 1.03882 6.93279 -3.28120
50 C 1.05154 7.05773 -4.66433
51 C 0.30933 6.18111 -5.44153
52 C -0.43137 5.17414 -4.83819
53 H 0.42456 2.19912 -3.94847
54 H 1.20790 1.29169 -2.62673
55 H 1.93199 3.63949 -5.14870
56 H 3.97573 5.01594 -5.26061
57 H 5.37648 5.32096 -3.24229
58 H 4.74268 4.20560 -1.12728
59 H 2.72451 2.78289 -1.03134
60 H -2.01971 4.29301 -2.15295
61 H -1.66822 3.25357 -3.54218
62 H 0.28507 5.84026 -1.59899
63 H 1.61935 7.61144 -2.66922
64 H 1.63918 7.83681 -5.13355
65 H 0.31123 6.27516 -6.52036
66 H -1.00115 4.48161 -5.44864
67 C 5.64787 -1.86871 -2.16018
68 Si 4.84630 -0.17560 -2.05268
69 C 4.88621 0.63692 -3.74459
70 C 5.79865 0.87315 -0.82278
71 C 3.11212 -0.33255 -1.50558
72 C 1.92762 -0.38504 -1.19235
73 H 6.68955 -1.79130 -2.48433
74 H 5.11632 -2.50589 -2.87072
75 H 5.62812 -2.36659 -1.18783
76 H 5.89275 0.61410 -4.17250
77 H 4.56386 1.68069 -3.68518
78 H 4.21285 0.11763 -4.43187
79 H 6.83214 1.02374 -1.14783
80 H 5.81509 0.39510 0.15978
81 H 5.33103 1.85319 -0.70893

Values from the calculation:
E_LUMO: 0.0355 eV
Highest occupied orbital energy: -7.6 eV
Gap between HOMO and LUMO: 7.67 eV
Net charge: 0
Energy relative to the best compared isomer or geometry (same formula, charge and spin): 3.0 kJ/mol
Electronic energy: -2777.5875 a.u.

***

No. 2
C38H38BHgN9O3 | the ωB97M-V functional and the def2-TZVPD basis

Element x y z (Å)
1 Hg 0.06318 -0.27923 -1.03154
2 N 2.43292 0.10557 0.49038
3 C 3.31269 0.68369 -0.42474
4 C 4.55660 0.09662 -0.66159
5 C 5.45809 0.66075 -1.54796
6 C 5.13107 1.84185 -2.19952
7 C 3.88720 2.41401 -1.97544
8 C 2.94742 1.84834 -1.11413
9 C 1.61140 2.50339 -0.98422
10 C 1.59871 3.87557 -0.71544
11 C 0.42474 4.61039 -0.70982
12 C -0.76148 3.97174 -1.02777
13 C -0.75244 2.60366 -1.27227
14 C 0.40892 1.81940 -1.22397
15 H 2.81743 -0.64348 1.04357
16 H 1.90293 0.76809 1.05296
17 H 4.81624 -0.80877 -0.12298
18 H 6.41669 0.18557 -1.71714
19 H 5.82696 2.30726 -2.88569
20 H 3.61290 3.31574 -2.50969
21 H 2.53085 4.36873 -0.46277
22 H 0.44005 5.66461 -0.45813
23 H -1.69448 4.52348 -1.05411
24 H -1.69688 2.13434 -1.51759
25 C -5.31936 2.07664 1.36896
26 N -4.38873 1.16784 0.69575
27 C -3.09265 0.88565 0.91161
28 N -2.63136 0.14441 -0.09335
29 C -3.71176 -0.00606 -0.88465
30 N -4.79124 0.58757 -0.45405
31 C -4.98917 3.47649 0.95953
32 C -5.66488 4.12530 -0.06360
33 C -5.20778 5.39446 -0.46453
34 C -4.11967 5.98854 0.15385
35 C -3.46359 5.33229 1.22463
36 C -3.92192 4.07332 1.59300
37 C -2.36067 5.91013 1.90844
38 N -1.78574 7.07971 1.71439
39 N -0.76617 7.18128 2.58022
40 C -0.72914 6.06411 3.30769
41 O -1.73078 5.20500 2.91656
42 C 0.19067 5.68259 4.31802
43 C 1.25921 6.54597 4.67110
44 C 2.18766 6.16175 5.60376
45 C 2.10667 4.91957 6.24820
46 C 1.04138 4.06874 5.95228
47 C 0.94826 2.75661 6.73032
48 N 0.34855 1.64465 6.01350
49 C 0.74295 1.08447 4.87502
50 N -0.09562 0.12793 4.51600
51 C -1.01904 0.16352 5.50679
52 N -0.79690 1.06676 6.43291
53 C 0.09202 4.43049 5.00182
54 H -5.26377 1.96468 2.45204
55 H -6.30146 1.75474 1.03300
56 H -2.52005 1.25106 1.74980
57 H -3.69639 -0.56845 -1.80471
58 H -6.50425 3.65229 -0.55860
59 H -5.70376 5.90708 -1.28066
60 H -3.75169 6.95538 -0.16245
61 H -3.41241 3.55522 2.39808
62 H 1.33208 7.50348 4.17247
63 H 3.00525 6.83156 5.84503
64 H 2.86568 4.61826 6.96092
65 H 0.33046 2.87647 7.61888
66 H 1.94964 2.45550 7.04283
67 H 1.61243 1.41751 4.34086
68 H -1.87602 -0.49098 5.54374
69 H -0.73282 3.76931 4.76719
70 C 1.03458 -4.63330 1.82724
71 C 0.42514 -4.33458 0.46864
72 C 0.91545 -5.34883 -0.55840
73 O 0.88555 -3.03859 0.03092
74 B -0.17541 -2.35522 -0.53985
75 O -1.33926 -3.08647 -0.44985
76 C -1.12780 -4.16772 0.47921
77 C -1.67362 -3.69599 1.82426
78 C -1.89906 -5.38667 0.00840
79 H 2.10767 -4.79530 1.71712
80 H 0.59453 -5.53523 2.25868
81 H 0.88384 -3.80340 2.51526
82 H 1.99807 -5.25538 -0.64788
83 H 0.47778 -5.15469 -1.53802
84 H 0.67644 -6.37065 -0.25810
85 H -1.14095 -2.80931 2.17249
86 H -1.60524 -4.47650 2.58355
87 H -2.72076 -3.42275 1.69205
88 H -1.65499 -5.64551 -1.01992
89 H -2.96818 -5.17901 0.06321
90 H -1.68340 -6.24505 0.64911

Values from the calculation:
<S²>: 0.803
E_LUMO (spin up / spin down): 2.1654 / 2.1651 eV
Highest occupied orbital energy (spin up / spin down): -1.5 / -4.8 eV
Gap between HOMO and LUMO (spin up / spin down): 3.68 / 6.96 eV
Net charge: -1
Multiplicity: 2
Energy relative to the best compared isomer or geometry (same formula, charge and spin): 13.6 kJ/mol
Electronic energy: -2367.7779 a.u.

***

No. 3
C38H38BrCsN6O4 | the ωB97M-V functional and the def2-TZVPD basis

Element x y z (Å)
1 Cs -0.14597 -1.28291 -1.15351
2 C -2.64176 -2.98985 1.65325
3 N -1.23410 -2.80285 1.96301
4 C -1.11560 -2.14278 3.26058
5 C -0.44321 -3.98550 1.88559
6 C -0.99654 -5.24573 1.69350
7 C -0.20160 -6.38842 1.62631
8 C 1.17228 -6.26342 1.77049
9 C 1.74541 -5.01523 1.96025
10 C 0.97304 -3.83293 1.99727
11 N 1.51663 -2.58764 2.02472
12 C 2.55715 -2.28335 2.82997
13 C 2.85235 -2.96598 4.03594
14 C 3.81272 -2.51830 4.93502
15 C 4.54365 -1.37211 4.66571
16 C 4.30009 -0.69284 3.46927
17 C 3.34794 -1.11500 2.55479
18 N 3.09054 -0.41799 1.35308
19 C 3.58716 0.93327 1.25641
20 C 3.41829 -1.17158 0.14909
21 H -3.13959 -3.65571 2.38184
22 H -2.75887 -3.37538 0.64157
23 H -3.13973 -2.02198 1.70495
24 H -1.60302 -2.74070 4.04902
25 H -1.60130 -1.16420 3.21709
26 H -0.06746 -1.98488 3.50198
27 H -2.06628 -5.35051 1.57715
28 H -0.65424 -7.35918 1.46052
29 H 1.80892 -7.14125 1.71756
30 H 2.82259 -4.92849 2.04003
31 H 2.27034 -3.84363 4.29080
32 H 3.97013 -3.07220 5.85544
33 H 5.29422 -1.00610 5.35698
34 H 4.88643 0.19253 3.25242
35 H 4.68757 0.98408 1.15850
36 H 3.29089 1.51378 2.13119
37 H 3.14313 1.39267 0.37036
38 H 4.51311 -1.19158 -0.00112
39 H 2.97139 -0.67933 -0.71389
40 H 3.03358 -2.18545 0.23396
41 O 2.68503 3.94187 -4.20967
42 C 2.83082 2.77362 -4.89172
43 C 3.29278 2.83473 -6.20199
44 C 3.42816 1.67290 -6.94828
45 C 3.09111 0.44519 -6.39369
46 C 2.64190 0.39232 -5.07889
47 C 2.52288 1.53727 -4.30970
48 C 2.12919 1.39651 -2.82923
49 O 1.73112 0.21506 -2.43187
50 N 1.03955 2.46142 -2.58069
51 N 0.77474 2.46758 -1.24007
52 C -0.42740 2.59663 -0.85612
53 C -0.78791 2.62458 0.55253
54 Br 0.16332 1.41587 1.66303
55 C -1.77947 3.35747 1.06343
56 C -2.57426 4.33743 0.31738
57 C -3.94108 4.47166 0.58145
58 C -4.71911 5.38291 -0.10955
59 C -4.15066 6.20396 -1.07529
60 C -2.79164 6.09836 -1.33589
61 C -2.01453 5.17900 -0.64922
62 H 2.04987 3.75693 -3.48222
63 H 3.52471 3.80525 -6.62503
64 H 3.78680 1.73217 -7.96960
65 H 3.18245 -0.46211 -6.97828
66 H 2.37975 -0.54080 -4.59427
67 H 2.96980 1.82823 -2.23057
68 H 0.21557 2.14206 -3.10035
69 H -1.25674 2.68825 -1.56684
70 H -2.05450 3.19875 2.10040
71 H -4.39382 3.82389 1.32394
72 H -5.78043 5.45182 0.09653
73 H -4.75943 6.91630 -1.61733
74 H -2.33327 6.73826 -2.07962
75 H -0.95168 5.11933 -0.84614
76 O -3.48764 -1.30418 -3.21263
77 C -3.29569 -1.67313 -2.04347
78 O -2.53432 -2.56443 -1.60482
79 C -3.97596 -0.87105 -0.93872
80 C -5.34793 -0.90862 -0.71267
81 C -5.86951 -0.21086 0.36234
82 C -5.00383 0.51437 1.16884
83 C -3.65443 0.51709 0.84713
84 N -3.13770 -0.15239 -0.17975
85 H -5.97595 -1.48416 -1.37965
86 H -6.93231 -0.23538 0.57470
87 H -5.35824 1.06192 2.03357
88 H -2.95042 1.06486 1.46143

Values from the calculation:
E_LUMO: 3.7358 eV
Highest occupied orbital energy: -0.9 eV
Gap between HOMO and LUMO: 4.68 eV
Net charge: -2
Energy relative to the best compared isomer or geometry (same formula, charge and spin): 125.3 kJ/mol
Electronic energy: -4694.5338 a.u.